1.
A structure of composition C39H51AuN4O3, computed with ωB97M-V/def2-TZVPD.

Element x y z (Å)
Au  1.245  -1.106  0.583
C  -1.901  -2.519  1.597
C  -2.618  -1.586  2.573
C  -3.768  -0.840  1.882
C  -1.668  -0.746  3.426
C  -1.949  -0.728  4.790
C  -1.059  -0.240  5.731
C  0.173  0.218  5.285
C  0.487  0.268  3.937
C  1.834  0.813  3.518
C  2.137  2.169  4.156
C  2.952  -0.190  3.807
C  -0.455  -0.168  2.958
N  -0.184  -0.017  1.611
C  -1.176  0.573  0.827
C  -1.176  0.578  -0.528
N  -0.173  0.064  -1.306
C  -0.436  -0.260  -2.608
C  0.431  0.198  -3.656
C  0.178  -0.147  -4.972
C  -0.913  -0.925  -5.343
C  -1.759  -1.376  -4.344
C  -1.544  -1.075  -3.006
C  -2.436  -1.737  -1.970
C  -2.350  -3.263  -2.048
C  -3.890  -1.270  -2.060
C  1.607  1.126  -3.403
C  2.760  0.488  -2.632
C  1.185  2.436  -2.740
H  -2.621  -3.212  1.151
H  -1.132  -3.101  2.109
H  -1.411  -1.967  0.797
H  -3.101  -2.242  3.307
H  -3.448  -0.416  0.930
H  -4.148  -0.033  2.512
H  -4.590  -1.535  1.685
H  -2.884  -1.171  5.126
H  -1.301  -0.256  6.787
H  0.905  0.563  6.009
H  1.792  0.955  2.442
H  2.226  2.103  5.245
H  1.345  2.886  3.927
H  3.082  2.558  3.766
H  2.992  -0.437  4.874
H  3.921  0.220  3.510
H  2.794  -1.110  3.243
H  -1.950  1.125  1.358
H  -2.008  1.099  -1.020
H  0.852  0.224  -5.739
H  -1.091  -1.176  -6.383
H  -2.603  -2.009  -4.608
H  -2.062  -1.446  -0.992
H  -2.769  -3.643  -2.986
H  -2.905  -3.719  -1.223
H  -1.313  -3.596  -1.985
H  -4.321  -1.511  -3.037
H  -3.957  -0.190  -1.918
H  -4.501  -1.755  -1.292
H  1.993  1.381  -4.400
H  2.438  0.213  -1.628
H  3.588  1.197  -2.533
H  3.122  -0.403  -3.145
H  0.823  2.225  -1.737
H  0.390  2.926  -3.311
H  2.043  3.113  -2.679
N  2.622  2.460  0.508
C  1.790  3.177  0.861
N  0.806  4.000  1.251
C  1.251  5.248  1.865
C  1.685  6.260  0.809
C  0.552  6.495  -0.191
C  0.080  5.173  -0.798
C  -0.291  4.173  0.291
H  2.049  5.017  2.571
H  0.401  5.640  2.434
H  2.561  5.863  0.286
H  1.986  7.196  1.289
H  0.877  7.181  -0.978
H  -0.287  6.978  0.326
H  0.874  4.742  -1.412
H  -0.780  5.332  -1.454
H  -0.542  3.193  -0.116
H  -1.154  4.531  0.862
O  1.842  -2.800  -2.678
C  1.417  -3.980  -2.224
C  0.641  -4.768  -3.080
C  0.174  -5.999  -2.663
C  0.476  -6.477  -1.391
C  1.256  -5.701  -0.550
C  1.735  -4.455  -0.938
C  2.592  -3.663  0.036
O  3.102  -4.242  0.983
O  2.740  -2.394  -0.238
H  2.248  -2.348  -1.890
H  0.393  -4.365  -4.055
H  -0.445  -6.587  -3.331
H  0.099  -7.437  -1.060
H  1.521  -6.041  0.443

Summary:
E_HOMO = 0.243 eV
LUMO = 4.18 eV
total charge = -2
2S+1 = 1
ΔE to the lowest compared entry with this formula, charge and spin = 0.0 kJ/mol

Here are the Löwdin charges for atoms 1 to 6, given in e:
1 Au 0.883
2 C -0.073
3 C -0.366
4 C -0.081
5 C -0.138
6 C -0.084

***

2.
A structure of composition C39H51N6O2P2PbS2Si2, computed with ωB97M-V/def2-TZVPD.

Element x y z (Å)
Pb  0.762  1.293  -0.466
C  -1.867  1.765  4.269
Si  -0.643  2.219  2.894
C  -1.310  3.777  2.088
C  0.996  2.795  3.620
N  -0.450  0.953  1.747
P  0.018  -0.602  1.901
C  0.818  -1.211  0.584
P  0.093  -1.729  -0.822
N  -0.677  -0.578  -1.644
Si  -1.457  -0.352  -3.137
C  -1.314  -1.769  -4.370
C  -0.774  1.175  -4.019
C  -3.323  -0.052  -2.932
C  -0.972  -3.211  -0.608
C  -2.207  -3.343  -1.225
C  -2.992  -4.473  -1.021
C  -2.544  -5.482  -0.185
C  -1.310  -5.359  0.444
C  -0.531  -4.233  0.233
C  1.419  -2.428  -1.889
C  1.178  -3.460  -2.793
C  2.176  -3.906  -3.648
C  3.431  -3.312  -3.617
C  3.682  -2.285  -2.718
C  2.687  -1.856  -1.853
C  1.110  -0.789  3.366
C  0.660  -0.559  4.666
C  1.515  -0.689  5.750
C  2.842  -1.046  5.545
C  3.298  -1.285  4.257
C  2.434  -1.167  3.176
C  -1.451  -1.589  2.399
C  -2.599  -1.461  1.617
C  -3.726  -2.228  1.865
C  -3.725  -3.145  2.907
C  -2.584  -3.301  3.677
C  -1.455  -2.534  3.420
H  -1.470  1.965  5.267
H  -2.784  2.350  4.158
H  -2.151  0.711  4.222
H  -1.320  4.569  2.843
H  -0.673  4.113  1.267
H  -2.326  3.661  1.712
H  0.828  3.584  4.360
H  1.585  2.007  4.087
H  1.594  3.219  2.809
H  -0.273  -1.974  -4.628
H  -1.758  -2.696  -3.999
H  -1.841  -1.486  -5.286
H  -0.137  0.893  -4.860
H  -1.573  1.812  -4.407
H  -0.169  1.790  -3.351
H  -3.756  -0.602  -2.093
H  -3.529  1.009  -2.780
H  -3.853  -0.356  -3.839
H  -2.568  -2.548  -1.863
H  -3.955  -4.557  -1.509
H  -3.155  -6.361  -0.017
H  -0.960  -6.140  1.108
H  0.423  -4.122  0.736
H  0.200  -3.926  -2.832
H  1.970  -4.713  -4.342
H  4.210  -3.653  -4.288
H  4.654  -1.809  -2.690
H  2.888  -1.066  -1.140
H  -0.371  -0.278  4.840
H  1.147  -0.506  6.752
H  3.515  -1.141  6.388
H  4.330  -1.570  4.091
H  2.758  -1.365  2.160
H  -2.587  -0.790  0.768
H  -4.598  -2.124  1.231
H  -4.604  -3.748  3.103
H  -2.566  -4.029  4.479
H  -0.567  -2.684  4.021
N  -3.005  1.704  -0.025
C  -2.587  2.668  -0.882
N  -1.332  2.956  -1.053
C  -1.167  4.064  -1.866
C  -2.320  4.580  -2.357
S  -3.678  3.697  -1.754
C  0.191  4.578  -2.099
C  0.489  5.726  -2.755
S  2.207  5.949  -2.767
C  2.417  4.435  -1.857
N  1.245  3.860  -1.597
N  3.583  3.930  -1.499
H  -2.259  1.221  0.476
H  -3.838  1.186  -0.241
H  -2.448  5.398  -3.043
H  -0.185  6.441  -3.196
H  4.349  4.523  -1.795
H  3.437  2.819  0.011
C  2.805  1.236  -3.696
O  3.095  1.200  -2.315
H  3.716  1.314  -4.301
H  2.142  2.071  -3.948
H  2.301  0.303  -3.954
H  3.387  2.102  -2.042
C  3.975  2.014  1.758
O  3.119  2.127  0.644
H  3.598  1.211  2.392
H  3.999  2.935  2.350
H  4.998  1.764  1.454

Summary:
E_HOMO = -4.406 eV
LUMO = 2.31 eV
total charge = -1
2S+1 = 1
ΔE to the lowest compared entry with this formula, charge and spin = 0.0 kJ/mol

Here are the Löwdin charges for atoms 1 to 6, given in e:
1 Pb 1.425
2 C -0.177
3 Si 0.306
4 C -0.183
5 C -0.167
6 N -0.370

***

3.
A structure of composition C39H52BN8PS3Tl, computed with ωB97M-V/def2-TZVPD.

Element x y z (Å)
Tl  -0.335  0.099  -0.643
C  0.776  4.378  3.000
C  -0.520  4.033  2.265
C  -1.531  5.160  2.478
C  -1.144  2.743  2.792
N  -0.214  3.934  0.811
C  -0.712  4.790  -0.154
C  -0.169  4.429  -1.330
N  0.671  3.364  -1.110
B  1.572  2.852  -2.273
N  2.980  2.471  -1.752
C  3.740  3.501  -1.238
C  4.803  2.977  -0.609
N  4.723  1.599  -0.742
C  3.587  1.294  -1.452
S  3.047  -0.239  -1.903
C  5.645  0.635  -0.095
C  6.313  -0.241  -1.155
C  4.870  -0.194  0.931
C  6.741  1.404  0.645
N  0.858  1.822  -3.167
C  0.868  1.988  -4.532
C  0.126  1.007  -5.076
N  -0.330  0.232  -4.024
C  0.115  0.738  -2.850
S  -2.315  1.427  -0.386
C  -1.292  -0.890  -4.179
C  -0.876  -2.060  -3.293
C  -1.277  -1.362  -5.634
C  -2.684  -0.386  -3.797
C  0.613  3.046  0.199
S  1.402  1.684  0.899
H  0.573  4.485  4.068
H  1.187  5.319  2.628
H  1.516  3.591  2.863
H  -1.750  5.212  3.544
H  -2.463  4.957  1.951
H  -1.140  6.133  2.170
H  -1.520  2.926  3.802
H  -0.411  1.944  2.825
H  -1.953  2.417  2.136
H  -1.431  5.553  0.067
H  -0.310  4.839  -2.313
H  1.757  3.831  -2.962
H  3.437  4.527  -1.355
H  5.605  3.467  -0.093
H  5.576  -0.823  -1.701
H  7.020  -0.917  -0.668
H  6.864  0.383  -1.862
H  4.081  -0.769  0.455
H  4.415  0.460  1.678
H  5.557  -0.877  1.435
H  7.342  2.013  -0.033
H  7.401  0.675  1.114
H  6.333  2.037  1.434
H  1.407  2.795  -4.995
H  -0.107  0.798  -6.102
H  0.192  -2.264  -3.376
H  -1.434  -2.949  -3.597
H  -1.121  -1.887  -2.251
H  -0.269  -1.628  -5.957
H  -1.684  -0.610  -6.311
H  -1.908  -2.246  -5.715
H  -2.699  -0.010  -2.770
H  -3.407  -1.200  -3.886
H  -2.989  0.424  -4.465
C  -3.973  -0.453  4.221
C  -3.098  -1.531  4.206
C  -2.718  -2.093  2.996
C  -3.200  -1.583  1.792
C  -4.065  -0.492  1.817
C  -4.458  0.062  3.028
P  -2.741  -2.261  0.147
C  -3.624  -3.877  0.187
C  -4.757  -4.097  0.968
C  -5.484  -5.277  0.853
C  -5.097  -6.256  -0.047
C  -3.974  -6.046  -0.839
C  -3.253  -4.870  -0.725
C  -0.996  -2.803  0.447
C  -0.709  -4.041  1.030
C  0.597  -4.452  1.243
C  1.641  -3.619  0.873
C  1.369  -2.385  0.305
C  0.061  -1.949  0.077
H  -4.261  -0.004  5.165
H  -2.694  -1.919  5.133
H  -2.031  -2.930  2.986
H  -4.377  -0.047  0.881
H  -5.121  0.919  3.033
H  -5.072  -3.348  1.684
H  -6.356  -5.425  1.480
H  -5.663  -7.175  -0.132
H  -3.656  -6.800  -1.548
H  -2.378  -4.722  -1.349
H  -1.517  -4.699  1.325
H  0.791  -5.416  1.699
H  2.669  -3.922  1.033
H  2.193  -1.736  0.031
N  0.200  -0.319  4.300
N  0.880  -1.053  3.269
H  -0.739  -0.065  3.999
H  0.714  0.546  4.411
H  0.651  -0.699  2.341
H  0.528  -2.003  3.299

Summary:
E_HOMO = -3.566 eV
LUMO = 2.52 eV
total charge = -1
2S+1 = 1
ΔE to the lowest compared entry with this formula, charge and spin = 0.0 kJ/mol

Here are the Löwdin charges for atoms 1 to 6, given in e:
1 Tl 0.357
2 C -0.041
3 C -0.541
4 C -0.059
5 C -0.074
6 N 0.006

***

4.
A structure of composition C39H52NO5P2S3SiTl, computed with ωB97M-V/def2-TZVPD.

Element x y z (Å)
Tl  -0.642  0.825  -0.424
S  -1.584  -0.310  -3.415
P  -0.992  -1.781  -2.213
C  -0.809  -1.284  -0.560
P  -1.820  -1.696  0.793
S  -1.917  -0.132  2.030
C  -1.168  -3.143  1.674
C  -1.813  -3.609  2.819
C  -1.294  -4.683  3.521
C  -0.118  -5.292  3.095
C  0.538  -4.819  1.969
C  0.014  -3.744  1.261
C  -3.512  -2.162  0.301
C  -4.306  -1.157  -0.250
C  -5.605  -1.428  -0.643
C  -6.130  -2.704  -0.476
C  -5.345  -3.707  0.069
C  -4.036  -3.440  0.451
C  0.590  -2.452  -2.818
C  0.653  -2.982  -4.107
C  1.850  -3.475  -4.600
C  2.994  -3.443  -3.807
C  2.933  -2.922  -2.524
C  1.731  -2.430  -2.028
C  -2.052  -3.253  -2.342
C  -3.283  -3.182  -2.982
C  -4.065  -4.322  -3.106
C  -3.621  -5.532  -2.594
C  -2.390  -5.607  -1.956
C  -1.604  -4.472  -1.836
H  -2.717  -3.120  3.163
H  -1.799  -5.042  4.409
H  0.289  -6.128  3.648
H  1.460  -5.282  1.642
H  0.529  -3.353  0.391
H  -3.907  -0.156  -0.361
H  -6.212  -0.640  -1.071
H  -7.149  -2.914  -0.775
H  -5.744  -4.706  0.190
H  -3.426  -4.236  0.858
H  -0.239  -2.998  -4.723
H  1.894  -3.887  -5.600
H  3.929  -3.828  -4.193
H  3.822  -2.893  -1.907
H  1.675  -1.997  -1.037
H  -3.617  -2.233  -3.383
H  -5.025  -4.261  -3.603
H  -4.232  -6.420  -2.695
H  -2.037  -6.551  -1.560
H  -0.632  -4.540  -1.362
C  2.781  3.969  -0.948
C  2.532  4.996  0.148
C  3.804  5.312  0.920
C  1.935  6.267  -0.443
O  1.566  4.501  1.087
Si  0.645  3.201  1.360
S  -0.874  3.176  -0.156
O  1.338  1.720  1.210
C  2.247  0.963  2.058
C  3.488  1.802  2.322
C  1.558  0.584  3.360
C  2.592  -0.281  1.255
O  0.064  3.319  2.864
C  -0.429  4.429  3.634
C  0.758  5.218  4.173
C  -1.230  3.813  4.770
C  -1.316  5.307  2.760
H  3.510  4.357  -1.663
H  1.854  3.752  -1.478
H  3.163  3.035  -0.534
H  4.546  5.756  0.253
H  4.229  4.409  1.356
H  3.592  6.019  1.722
H  2.627  6.722  -1.154
H  1.725  6.987  0.349
H  1.004  6.033  -0.960
H  3.221  2.731  2.830
H  3.999  2.040  1.388
H  4.179  1.251  2.963
H  1.336  1.467  3.957
H  2.215  -0.074  3.934
H  0.624  0.058  3.157
H  3.016  -0.004  0.288
H  1.690  -0.874  1.082
H  3.310  -0.894  1.803
H  1.415  4.559  4.745
H  0.412  6.016  4.832
H  1.329  5.656  3.355
H  -0.591  3.168  5.374
H  -2.046  3.212  4.368
H  -1.645  4.592  5.411
H  -0.739  5.738  1.937
H  -1.733  6.126  3.347
H  -2.135  4.721  2.341
N  1.140  0.775  -5.455
C  1.964  0.445  -4.299
C  1.406  1.141  -3.073
O  0.707  2.235  -3.336
O  1.614  0.771  -1.935
H  1.634  0.629  -6.324
H  0.585  2.234  -4.313
H  0.300  0.201  -5.451
H  2.970  0.849  -4.448
H  2.061  -0.615  -4.073

Summary:
E_HOMO = -7.654 eV
LUMO = 0.34 eV
total charge = 0
2S+1 = 1
ΔE to the lowest compared entry with this formula, charge and spin = 0.0 kJ/mol

Here are the Löwdin charges for atoms 1 to 6, given in e:
1 Tl 0.568
2 S 0.313
3 P 0.406
4 C -0.686
5 P 0.399
6 S 0.318